Molecular formula: C44H100N2O24P6
Method: DFT, ωB97M-V with the def2-TZVPD basis set

Properties
Kohn-Sham gap: 7.6 eV
total charge: 0
energy: -155077.8477 eV

Cartesian coordinates (Å):
1 P -6.819 4.666 4.834
2 P 1.111 9.193 1.652
3 P -6.544 8.544 0.665
4 P -2.099 10.994 8.810
5 P -4.579 5.553 9.606
6 P -2.236 13.796 1.342
7 O -0.368 8.585 1.094
8 O 2.333 8.647 0.965
9 O -2.802 11.827 9.789
10 O -7.791 5.393 6.018
11 O -6.123 5.440 10.037
12 O -4.864 5.861 8.027
13 O -6.242 5.687 3.921
14 O -3.745 6.520 10.401
15 O -0.653 11.562 8.264
16 O -3.074 10.763 7.526
17 O -6.020 7.122 0.128
18 O -5.851 3.761 5.708
19 O -5.986 8.574 2.270
20 O -3.461 14.632 1.986
21 O -1.912 12.702 2.443
22 O -7.899 3.689 4.124
23 O 0.991 10.807 1.520
24 O -1.740 9.448 9.346
25 O -6.190 9.712 -0.250
26 O -8.058 8.302 0.904
27 O -2.758 13.344 0.023
28 O -3.972 3.979 9.521
29 O 0.876 8.927 3.198
30 O -0.880 14.587 1.206
31 N -3.382 6.479 2.954
32 N 0.095 4.177 2.412
33 C -2.163 4.109 2.429
34 C -3.759 6.705 4.239
35 C -4.255 5.475 0.292
36 C -0.278 9.521 3.805
37 C -8.997 9.362 0.718
38 C 1.798 11.873 -0.521
39 C -2.626 3.642 9.718
40 C -0.360 9.008 5.268
41 C -3.501 8.014 4.573
42 C -4.638 6.880 -0.237
43 C -8.099 6.767 5.913
44 C -9.578 9.644 2.123
45 C -3.642 3.499 4.515
46 C -2.365 10.547 3.149
47 C -0.500 7.206 0.989
48 C -2.982 8.551 3.456
49 C -3.110 17.034 2.613
50 C -2.906 11.953 2.977
51 C -1.657 5.052 3.355
52 C -6.082 7.793 4.578
53 C -2.861 8.740 11.506
54 C -8.382 2.558 4.823
55 C -3.682 16.027 1.594
56 C -4.095 7.979 6.828
57 C -2.740 8.603 9.960
58 C 0.243 6.456 -0.100
59 C -2.768 10.037 6.382
60 C -9.427 7.007 6.645
61 C -8.518 1.333 3.939
62 C -5.287 7.219 7.501
63 C -6.730 4.128 9.874
64 C -5.913 7.445 3.034
65 C -6.679 3.187 11.216
66 C -0.263 15.157 2.399
67 C -0.322 5.051 3.391
68 C -2.652 2.313 10.299
69 C 0.371 13.940 8.112
70 C -0.704 12.882 7.662
71 C -4.848 2.856 5.225
72 C -4.109 9.958 5.707
73 C -1.040 3.599 1.800
74 C 1.028 14.385 2.647
75 C 2.036 11.618 1.008
76 C -2.921 7.675 2.430
77 H -7.602 3.261 11.791
78 H -4.744 16.258 1.511
79 H -3.701 8.887 9.530
80 H -1.204 9.255 3.294
81 H 0.705 13.351 2.766
82 H -9.774 8.932 0.086
83 H -3.245 10.095 3.607
84 H 1.239 13.381 8.462
85 H -7.728 4.345 9.495
86 H -9.164 1.514 3.080
87 H -0.443 12.644 6.631
88 H -3.172 3.866 2.129
89 H -8.964 0.407 4.301
90 H 2.996 11.127 1.166
91 H -3.420 8.344 7.602
92 H -4.335 8.898 6.292
93 H -10.217 6.413 6.187
94 H -8.131 7.154 4.895
95 H -0.180 6.851 1.969
96 H 2.051 10.951 -1.045
97 H -1.745 1.729 10.458
98 H -2.350 9.038 6.506
99 H -0.934 2.934 0.956
100 H -3.499 9.573 11.803
101 H -4.101 9.470 4.732
102 H -3.951 4.006 3.601
103 H -3.755 16.853 3.473
104 H -3.165 4.229 5.168
105 H -8.654 10.209 0.124
106 H -3.618 8.458 5.550
107 H -6.020 7.092 6.704
108 H -4.829 4.645 -0.119
109 H -2.625 9.571 3.452
110 H -4.452 2.414 6.139
111 H -4.566 5.418 1.335
112 H -3.362 16.206 0.568
113 H -3.348 7.834 11.865
114 H -3.033 18.103 2.413
115 H -8.888 10.290 2.666
116 H -3.354 12.129 3.955
117 H -7.715 2.396 5.670
118 H 0.819 5.683 0.409
119 H 0.896 7.160 -0.616
120 H -6.518 2.126 11.022
121 H -0.244 7.930 5.158
122 H -2.992 1.650 9.504
123 H 0.767 14.501 7.266
124 H -5.912 3.482 11.932
125 H -3.691 5.650 2.468
126 H -1.699 13.322 7.602
127 H -5.591 7.010 5.156
128 H -4.685 10.879 5.623
129 H -9.317 2.873 5.287
130 H 1.856 12.532 1.574
131 H 2.465 12.612 -0.965
132 H -1.522 10.738 3.814
133 H -4.783 9.336 6.296
134 H -1.843 8.928 11.848
135 H -7.487 1.046 3.732
136 H 1.493 14.531 3.622
137 H -2.596 7.554 9.700
138 H -4.017 7.692 0.143
139 H 0.134 14.599 8.947
140 H 0.061 16.195 2.322
141 H 1.719 14.275 1.811
142 H -2.039 10.600 5.800
143 H -10.539 10.152 2.042
144 H -7.276 7.386 6.271
145 H -2.058 16.866 2.841
146 H -3.254 2.123 11.188
147 H -1.337 9.362 5.599
148 H -3.580 7.428 6.041
149 H -5.216 2.062 4.575
150 H -0.197 10.607 3.813
151 H -2.552 7.754 1.418
152 H -4.974 6.950 2.783
153 H -1.556 7.062 0.757
154 H -2.398 5.678 3.828
155 H 0.532 9.270 5.837
156 H 0.341 5.753 3.874
157 H -0.995 15.198 3.205
158 H -6.630 6.701 2.686
159 H 1.100 4.128 2.328
160 H -1.998 4.286 10.333
161 H 0.754 12.174 -0.602
162 H -9.609 8.712 2.687
163 H -6.332 3.556 9.036
164 H -9.744 8.049 6.695
165 H -3.731 11.981 2.265
166 H -9.355 6.678 7.682
167 H -4.222 5.955 4.864
168 H -4.608 6.892 -1.326
169 H -5.831 7.777 8.263
170 H -3.223 5.125 0.319
171 H -7.113 7.695 4.918
172 H -5.665 8.746 4.904
173 H -2.790 2.876 4.241
174 H -2.144 10.148 2.159
175 H -0.378 5.990 -0.866
176 H -2.061 3.756 8.793

Force components x, y, z for each atom (eV/Å):
-2.098 0.966 0.617
-0.367 -0.207 -1.940
3.101 1.664 0.580
0.439 -2.121 1.198
0.645 -0.078 -1.310
-2.463 -0.480 -2.845
2.458 3.395 -0.568
-2.057 0.614 1.692
0.320 0.014 -0.511
1.999 -1.743 -1.520
1.064 -1.465 0.907
0.718 0.832 0.532
-1.132 -7.394 2.507
-2.796 -3.759 -1.114
-1.788 -0.525 1.093
0.941 0.517 2.183
-0.392 0.184 0.314
-0.616 0.610 -0.441
-0.583 4.030 -4.494
0.904 1.647 0.869
2.284 3.131 -0.301
1.734 0.926 -0.472
-1.205 -2.492 0.425
0.746 2.790 -1.366
-0.658 -2.518 2.654
-0.091 -0.331 -0.712
1.445 0.005 1.376
-2.214 3.318 0.095
1.146 -0.147 -0.409
0.110 1.185 0.866
-2.061 2.291 -0.534
-0.297 0.092 0.309
2.994 -0.462 -2.012
0.605 -0.092 1.297
-0.791 -0.088 0.682
2.038 -1.488 1.687
-1.802 -0.538 0.472
0.381 -0.519 1.311
2.000 1.593 0.277
0.922 -0.317 -2.328
2.146 -4.411 -2.664
-0.244 -0.715 -0.262
-2.600 0.335 1.293
0.846 0.634 -0.761
-1.047 0.656 0.973
-1.133 16.114 -3.103
-0.022 -1.466 -0.322
1.368 -6.428 -1.783
0.320 -0.914 0.373
-2.204 -2.171 -0.531
-1.012 -0.733 1.775
-0.110 0.664 -1.485
0.354 0.449 -1.171
-1.133 -0.466 1.654
0.209 0.854 -0.745
-0.731 -8.884 8.582
-0.993 1.045 0.625
0.877 0.483 -0.157
-0.902 1.993 -0.500
0.303 -0.439 0.238
0.404 -0.044 -0.270
1.519 0.053 -0.356
-0.489 -1.312 1.057
-0.769 0.203 -0.010
-0.425 1.353 -0.931
1.278 0.102 0.029
0.131 -0.233 -0.760
0.233 -3.734 -0.541
0.109 -1.543 0.582
0.939 0.889 -1.333
1.929 -0.536 -0.066
-1.685 10.229 -4.160
1.212 0.390 0.416
-1.221 -1.926 0.867
0.042 0.692 -1.604
-0.872 -1.237 0.157
-0.181 0.118 -0.230
-0.209 -0.788 0.375
-0.151 -0.097 -0.060
2.447 -1.302 0.111
-0.236 -0.299 0.075
-0.172 -0.155 0.083
-2.180 6.542 -0.053
0.091 -0.210 0.033
-0.276 -0.008 0.756
0.631 0.420 -0.396
-0.001 0.205 -0.237
0.506 -0.011 -0.130
-0.082 0.387 1.137
0.041 0.304 0.232
-0.346 -0.792 0.272
6.040 -11.240 3.088
-0.014 0.076 -0.118
-2.035 -1.560 -0.108
-0.752 -0.631 -0.172
-0.541 -0.124 -0.083
0.854 1.045 0.357
-0.209 0.765 0.899
0.064 -0.093 0.205
0.196 0.229 -0.190
-1.004 2.512 0.702
-0.415 -0.226 0.787
0.508 0.414 0.493
-0.296 0.065 0.092
0.673 0.041 0.570
2.488 -2.382 -5.266
0.883 -1.083 1.088
-0.167 0.329 -0.681
0.651 -10.764 1.571
-0.300 -0.230 -0.008
-0.505 0.125 -0.411
0.593 -0.317 0.007
0.645 0.236 0.260
-1.004 -0.048 -0.750
-0.019 0.136 0.057
0.529 1.487 0.269
0.039 -0.503 -0.037
0.254 0.021 -0.497
0.318 -0.251 0.012
0.010 0.140 -0.502
-0.741 -0.257 0.253
-1.017 -0.188 0.004
-0.516 0.109 -0.098
0.281 0.312 -0.406
0.540 0.637 0.176
-0.149 -0.233 0.564
-0.361 1.176 -0.459
0.685 0.873 0.091
-0.288 -0.147 -0.148
0.933 -0.398 -0.320
-0.063 0.316 0.390
-2.017 0.203 -0.349
-9.086 11.366 -0.765
-0.113 -0.290 0.565
-0.112 -0.047 -0.929
0.267 0.813 -0.250
1.103 1.157 -0.342
-0.015 -0.222 -0.027
-0.514 -0.041 -0.227
-0.595 0.262 -1.114
-0.038 1.172 0.099
-0.622 0.622 0.024
-0.052 -0.194 0.170
-1.394 -0.506 1.209
-0.204 -0.597 0.248
-0.189 0.626 -0.123
2.468 -1.332 -0.288
-0.361 -2.648 4.184
-0.707 0.100 0.155
1.374 -0.111 -0.328
-0.736 0.387 0.976
-1.880 1.072 0.322
0.827 -0.597 0.319
3.018 -1.379 1.196
-0.339 0.692 0.263
0.148 -0.353 0.129
0.295 -0.695 0.258
-0.666 1.589 -0.504
-0.356 -0.885 -0.965
-0.890 0.795 0.640
0.068 -0.098 -0.484
-0.433 -0.011 -0.200
0.720 0.279 0.110
0.227 0.070 -0.355
-0.395 -0.391 0.074
0.147 -0.107 0.066
0.391 -0.111 -0.485
0.120 0.105 0.023
0.357 -0.012 0.480
0.251 0.739 -0.563
2.775 2.194 -2.261
-0.614 -0.015 -0.779
-0.680 -0.768 0.191
0.165 0.163 0.109
-0.292 0.038 0.235
-0.298 -0.704 -0.527